Record 1
81
Properties=species:S:1:pos:R:3:forces:R:3:lowdin_charge:R:1 method="wB97M-V/def2-TZVPD" gap_ev=4.08 homo_energy_ev=-7.202 molar_mass_da=628.6 total_charge=0 lumo_energy_ev=-3.12 largest_force_ha_per_bohr=0.0638 multiplicity=1
C 5.25160 0.86164 4.38622 0.32 0.17 0.22 -0.128
C 4.07151 0.80080 3.50775 -1.60 -0.39 -0.25 -0.609
C 2.73094 0.84263 3.83703 0.43 -0.26 -0.34 -0.144
C 1.86548 0.47311 2.73608 1.02 0.79 -0.02 -0.169
C 2.53633 0.28956 1.54596 0.61 -0.95 0.31 -0.301
B 2.26639 -0.32159 0.01545 0.70 -1.88 2.59 -0.911
C 1.94866 -1.95350 0.13721 -0.09 1.21 0.03 -0.058
C 0.66630 -2.46264 0.29201 -0.18 -1.15 0.05 -0.020
C 0.44419 -3.85895 0.29430 0.14 0.71 -0.02 -0.012
C 1.53025 -4.71356 0.13242 -0.35 -0.60 0.00 -0.154
C 1.37213 -6.21664 0.07095 0.12 0.20 0.05 -0.523
F 1.96093 -6.71915 -1.06268 -0.50 0.06 0.88 0.104
F 1.98891 -6.82373 1.13732 -0.49 0.17 -0.85 0.105
F 0.07390 -6.62335 0.07176 0.82 0.10 -0.01 0.109
C 2.82252 -4.22048 0.02698 0.14 0.96 0.08 -0.013
C 3.02447 -2.83534 0.05213 0.12 -1.11 -0.05 -0.012
O 1.27049 0.46699 -0.62937 -1.11 1.24 -0.88 0.058
C 1.85274 0.96868 -1.81995 0.84 -0.25 -0.63 -0.465
C 1.38692 0.07311 -2.97109 0.18 -0.09 -0.08 -0.006
C 1.40560 2.38030 -2.10498 0.00 0.33 0.05 -0.015
C 3.43931 0.86449 -1.55278 -0.54 -0.25 -0.08 -0.483
C 4.25827 0.61195 -2.81335 -0.19 0.10 -0.05 -0.006
C 3.97756 2.08012 -0.80871 -0.10 0.57 -0.29 -0.048
O 3.53190 -0.25947 -0.70217 -0.22 0.62 -0.94 -0.033
S 4.26682 0.38285 1.85266 -0.89 0.07 0.39 1.119
H 5.00121 1.38808 5.30543 0.18 0.02 0.11 0.075
H 5.58129 -0.15403 4.63091 0.07 0.18 0.07 0.081
H 6.06477 1.37469 3.86818 0.12 0.00 0.27 0.069
H 2.36314 1.09002 4.83131 0.13 -0.12 -0.10 0.095
H 0.79369 0.38984 2.87144 -0.03 -0.15 -0.08 0.076
H -0.18549 -1.78732 0.42151 0.22 -0.17 -0.13 0.095
H -0.55923 -4.25805 0.41196 0.14 0.00 -0.05 0.106
H 3.66778 -4.89248 -0.08067 -0.11 0.00 0.03 0.119
H 4.05002 -2.47137 -0.01082 -0.35 0.11 -0.08 0.116
H 1.71197 0.47752 -3.93669 -0.01 -0.16 0.08 0.089
H 1.75953 -0.95131 -2.85049 -0.07 0.20 -0.03 0.103
H 0.29079 0.04098 -2.97206 0.13 -0.01 0.05 0.079
H 1.97284 2.79665 -2.94849 -0.15 -0.05 0.18 0.103
H 0.34423 2.39188 -2.36211 -0.02 0.03 -0.11 0.078
H 1.54171 3.01568 -1.22878 0.15 -0.01 -0.20 0.067
H 4.19794 1.49276 -3.46399 0.08 -0.16 -0.07 0.088
H 5.30818 0.43807 -2.55827 -0.14 0.09 0.07 0.093
H 3.89384 -0.26771 -3.35181 0.09 0.16 0.09 0.082
H 3.99643 2.95701 -1.46620 0.00 0.00 0.07 0.084
H 3.36206 2.31200 0.07195 0.27 -0.05 -0.24 0.074
H 5.00655 1.88056 -0.48949 -0.26 0.01 0.01 0.082
C -8.42632 -1.83502 -0.64758 0.15 0.17 0.01 -0.099
C -7.48770 -0.89305 -1.07249 0.13 -0.27 0.07 -0.080
C -6.13936 -1.00528 -0.70735 -0.20 -0.22 0.12 -0.021
C -5.74990 -2.07136 0.10562 -0.38 0.21 0.11 -0.235
O -4.49239 -2.17373 0.68664 0.62 0.85 -0.12 0.024
C -3.58253 -1.10867 0.67348 -0.23 -0.77 0.02 -0.211
C -3.14270 -0.63786 1.92144 -0.38 -0.09 -0.26 0.029
C -2.12729 0.29751 1.98011 0.83 0.45 -0.16 0.012
C -1.52895 0.82137 0.79784 -0.74 -1.22 -0.48 -0.189
C -0.56264 1.87912 0.85821 -0.73 0.64 0.01 0.149
C -0.75156 3.11386 0.18472 0.11 0.77 -0.44 -0.189
C 0.12119 4.20437 0.50266 -0.28 -0.51 -0.28 0.006
C 0.05286 5.39381 -0.20955 0.14 0.10 0.30 -0.050
C -0.86705 5.54439 -1.25537 0.16 -0.40 0.16 -0.025
C -1.77343 4.51488 -1.54295 -0.07 -0.06 0.14 -0.049
C -1.77085 3.34766 -0.79281 0.29 -0.08 0.05 0.008
C -1.99506 0.30971 -0.44865 -0.14 0.51 0.28 -0.013
C -3.01051 -0.63397 -0.51448 0.02 0.04 0.07 0.009
C -6.66621 -3.06966 0.47329 0.03 0.35 -0.07 -0.004
C -8.00971 -2.92105 0.12639 0.22 -0.11 -0.14 -0.080
H -9.47800 -1.72438 -0.91780 0.35 -0.03 0.09 0.103
H -7.79522 -0.05315 -1.69274 0.04 -0.19 0.12 0.104
H -5.40374 -0.27819 -1.04854 -0.38 -0.09 0.20 0.098
H -3.63505 -0.99717 2.83060 0.28 0.07 -0.40 0.136
H -1.80137 0.69714 2.94582 -0.11 -0.27 -0.30 0.129
H 0.23651 1.85916 1.59291 -0.02 -0.16 0.14 0.107
H 0.83958 4.05545 1.31269 -0.06 0.12 -0.36 0.137
H 0.73554 6.20875 0.04864 -0.29 -0.30 -0.15 0.119
H -0.88436 6.46454 -1.84252 0.01 -0.28 0.21 0.119
H -2.49219 4.63425 -2.35496 0.14 0.01 0.33 0.117
H -2.54514 2.59830 -0.96477 0.33 0.25 0.02 0.115
H -1.55314 0.68314 -1.37422 0.06 -0.29 0.33 0.118
H -3.36503 -0.98694 -1.48867 0.28 -0.04 0.48 0.137
H -6.31419 -3.92758 1.04629 -0.12 0.32 -0.03 0.122
H -8.74146 -3.66171 0.46414 0.33 0.24 -0.17 0.109

Record 2
78
Properties=species:S:1:pos:R:3:forces:R:3:lowdin_charge:R:1 method="wB97M-V/def2-TZVPD" gap_ev="4.20 / 6.58" homo_energy_ev="-2.054 / -4.447" molar_mass_da=770.0 total_charge=-1 lumo_energy_ev="2.15 / 2.13" largest_force_ha_per_bohr=0.0829 multiplicity=3 s2=2.093
V -1.10040 0.67669 0.89220 0.76 3.20 -0.08 0.860
O -2.40697 -2.24512 2.58036 -0.01 -0.06 0.33 0.073
C -2.90049 -3.15003 1.70226 -0.14 -0.27 -0.04 -0.255
C -3.77668 -4.14895 2.12283 -0.01 0.02 0.10 -0.032
C -4.25340 -5.09736 1.23619 0.02 0.00 -0.02 -0.105
C -3.86397 -5.05458 -0.09086 -0.06 -0.14 -0.14 -0.108
C -3.01330 -4.04814 -0.51830 0.08 -0.01 0.17 -0.036
C -2.51548 -3.09393 0.35470 0.11 0.32 0.15 -0.090
C -1.65521 -1.94092 -0.14711 0.15 -0.19 -0.64 -0.402
O -1.87293 -0.82956 0.56436 -2.37 -3.46 -0.77 -0.285
N -0.24652 -2.36809 -0.15537 0.55 -0.46 0.31 0.028
N 0.65620 -1.38456 -0.36126 0.80 -0.52 -0.19 0.059
C 1.91131 -1.68416 -0.26777 -1.55 -1.18 0.07 -0.225
C 2.97721 -0.75231 -0.37816 1.84 1.59 -0.09 -0.540
Br 2.59541 1.02820 0.29702 0.44 -0.70 -0.15 0.917
C 4.26636 -0.93282 -0.79206 -1.45 0.90 0.81 -0.128
C 4.82076 -1.92468 -1.66659 0.51 -1.03 -0.67 -0.221
C 6.22015 -1.98543 -1.81344 -0.45 0.13 0.24 -0.047
C 6.81173 -2.82980 -2.72514 0.19 -0.19 -0.18 -0.103
C 6.03522 -3.64056 -3.54121 -0.06 0.06 0.08 -0.104
C 4.65342 -3.59376 -3.41454 0.17 -0.29 -0.19 -0.093
C 4.05349 -2.76374 -2.49098 -0.04 0.35 0.34 -0.028
H -2.83070 -2.35159 3.44134 0.05 -0.12 -0.15 0.115
H -4.08256 -4.17845 3.16322 0.02 0.01 0.04 0.108
H -4.92536 -5.87159 1.58236 -0.03 0.00 0.03 0.097
H -4.22924 -5.79363 -0.79024 -0.02 -0.02 -0.04 0.093
H -2.71843 -3.99297 -1.55544 0.03 0.03 -0.16 0.113
H -1.90229 -1.75815 -1.22074 0.03 -0.13 0.34 0.150
H -0.00722 -3.03272 0.58601 0.01 0.25 -0.28 0.142
H 2.22579 -2.71417 -0.03402 -0.13 0.12 -0.07 0.133
H 4.96696 -0.15239 -0.51866 -0.12 0.11 -0.07 0.085
H 6.83898 -1.34556 -1.19931 0.02 0.08 0.06 0.108
H 7.89064 -2.85093 -2.81037 0.03 0.00 -0.01 0.097
H 6.50170 -4.28713 -4.27194 -0.01 -0.03 -0.02 0.094
H 4.04369 -4.21151 -4.05986 -0.09 -0.01 0.00 0.100
H 2.97641 -2.71331 -2.42978 -0.10 0.00 -0.04 0.106
Cl 4.33636 1.70736 5.59512 0.28 0.15 0.25 0.608
C 3.00125 1.19918 4.60422 -0.06 -0.03 -0.02 -0.700
C 2.85021 -0.15620 4.33292 -0.17 0.06 -0.05 -0.127
C 1.79903 -0.56071 3.53619 -0.03 0.00 -0.13 -0.025
C 0.91189 0.35840 2.94765 0.77 0.65 0.91 -0.403
O -0.02821 -0.05845 2.17597 0.84 -1.59 1.24 -0.178
C 1.08066 1.75119 3.25366 0.30 -0.97 0.23 -0.185
C 0.20917 2.71686 2.69916 -0.24 0.69 -0.28 -0.072
N -0.71458 2.43775 1.80759 0.23 1.11 1.29 -0.012
C -1.52187 3.40281 1.27071 -0.22 0.40 -0.09 -0.229
C -1.28109 4.78581 1.22360 0.18 -0.09 0.23 -0.046
C -2.22787 5.63311 0.68155 -0.10 0.07 0.04 -0.120
C -3.42938 5.16353 0.17955 0.00 0.24 -0.06 -0.078
C -3.69517 3.78449 0.15644 -0.24 -0.13 -0.05 -0.165
C -4.87349 3.20236 -0.36122 0.32 -0.19 0.15 -0.034
C -5.01608 1.82169 -0.31830 -0.04 0.12 0.01 -0.084
C -4.00617 1.04061 0.21775 -0.19 -0.29 -0.14 -0.116
N -2.86539 1.56179 0.68662 -1.61 0.61 0.12 -0.001
C -2.71486 2.90448 0.68733 -0.09 0.16 0.12 -0.148
C 2.13094 2.13806 4.10653 -0.15 -0.16 -0.29 -0.080
H 3.54618 -0.87501 4.74112 0.03 0.00 0.04 0.094
H 1.65071 -1.60966 3.31305 -0.01 -0.03 -0.03 0.112
H 0.32934 3.74411 3.05460 -0.04 -0.07 -0.14 0.118
H -0.34015 5.18403 1.57070 0.09 0.04 0.08 0.089
H -2.02397 6.69396 0.65876 0.03 0.12 -0.05 0.091
H -4.15772 5.85014 -0.22550 -0.09 0.06 -0.06 0.092
H -5.64494 3.83304 -0.78152 -0.02 0.05 -0.04 0.100
H -5.90302 1.34377 -0.71498 0.00 -0.02 0.07 0.092
H -4.08536 -0.04113 0.26336 0.09 0.15 -0.05 0.108
H 2.27504 3.18615 4.32831 0.02 0.08 0.05 0.105
N -0.62109 1.29583 -0.52420 0.91 -0.06 -0.53 -0.095
C -0.36443 1.68138 -1.76339 0.01 0.46 -1.71 -0.353
C -1.20864 1.24209 -2.81140 0.17 0.06 0.32 -0.028
C -0.97092 1.62529 -4.11180 0.02 0.01 -0.26 -0.119
C 0.10943 2.44255 -4.42245 0.02 0.03 -0.12 -0.131
C 0.92934 2.90900 -3.40358 -0.02 0.05 -0.20 -0.113
C 0.69468 2.55464 -2.09360 -0.28 -0.18 0.26 -0.068
H -2.05010 0.60960 -2.54696 0.06 0.02 -0.03 0.102
H -1.63296 1.28885 -4.90167 0.01 -0.03 -0.01 0.091
H 0.30558 2.71647 -5.44944 0.00 0.05 -0.07 0.083
H 1.75972 3.56464 -3.63276 0.03 0.04 -0.04 0.093
H 1.31368 2.94386 -1.29942 0.00 -0.01 0.02 0.057

Record 3
45
Properties=species:S:1:pos:R:3:forces:R:3:lowdin_charge:R:1 method="wB97M-V/def2-TZVPD" gap_ev=8.11 homo_energy_ev=-11.545 molar_mass_da=420.3 total_charge=+1 lumo_energy_ev=-3.44 largest_force_ha_per_bohr=0.0100 multiplicity=1
C 3.03671 0.09992 0.37940 0.01 0.19 -0.03 -0.140
C 1.69756 0.13605 -0.35086 -0.07 -0.46 0.11 -0.518
S 1.87762 0.78571 -2.03577 0.31 0.41 0.01 0.935
C 0.57591 2.02881 -2.11999 -0.24 -0.27 -0.19 -0.404
N 0.52121 2.91432 -0.95845 0.02 0.10 0.08 -0.059
C 1.51215 3.45891 -0.26332 0.08 -0.09 -0.08 -0.088
N 1.08334 4.17999 0.74651 -0.11 0.13 0.17 0.186
C -0.25912 4.09141 0.68981 0.12 -0.06 -0.10 -0.400
N -1.00995 4.71103 1.60664 0.02 0.08 0.04 -0.349
Br -2.82942 4.71184 1.80361 -0.03 0.04 0.05 0.893
N -0.65271 3.33868 -0.35289 0.02 -0.12 -0.07 0.041
C -1.96999 2.94327 -0.86051 -0.18 0.04 -0.17 -0.124
C -2.56461 1.65183 -0.25617 0.04 -0.14 -0.05 -0.143
C -1.89609 1.19133 1.03762 0.04 -0.12 0.06 -0.104
C -2.48944 -0.06389 1.67798 -0.04 0.00 0.01 -0.504
O -2.68687 -0.13939 2.85366 -0.10 0.06 -0.24 0.146
O -2.80102 -1.09502 0.85394 0.18 0.04 0.23 0.115
H 3.30001 1.08370 0.77742 0.00 -0.07 -0.05 0.068
H 3.84237 -0.20561 -0.28949 -0.04 -0.10 0.07 0.073
H 2.98635 -0.60145 1.21300 0.03 0.03 -0.04 0.083
H 0.98006 0.74566 0.19462 0.03 0.05 -0.02 0.043
H 1.27078 -0.86384 -0.42982 0.04 0.09 0.00 0.049
H 0.76677 2.61256 -3.02196 -0.04 -0.04 0.02 0.100
H -0.39757 1.55248 -2.22051 0.06 0.03 0.09 0.077
H 2.54657 3.28776 -0.52609 -0.06 0.01 0.01 0.151
H -0.49833 5.24074 2.29755 -0.01 -0.03 -0.02 0.104
H -1.85524 2.84117 -1.93882 -0.08 0.09 0.06 0.123
H -2.63022 3.79464 -0.72335 0.09 -0.03 0.11 0.083
H -2.50654 0.85886 -1.00864 0.00 0.05 0.07 0.114
H -3.62907 1.82249 -0.07923 0.06 0.00 -0.03 0.130
H -0.83953 0.97286 0.85674 -0.02 0.03 0.04 0.101
H -1.94729 1.95658 1.81361 0.04 -0.07 -0.05 0.089
H -2.25156 -1.11736 0.06003 -0.06 0.07 -0.06 0.094
F -0.28305 -2.48823 -0.56435 -0.13 0.15 -0.05 0.008
C 0.26957 -3.71813 -0.33925 0.06 -0.17 0.06 -0.281
C 0.23870 -4.22463 0.94188 -0.02 0.06 0.02 -0.015
C 0.80722 -5.47148 1.16263 0.01 -0.02 -0.01 -0.070
C 1.38682 -6.17472 0.11563 -0.01 0.02 0.00 -0.081
C 1.39904 -5.63299 -1.16216 0.01 -0.01 0.02 -0.072
C 0.83409 -4.38800 -1.40274 -0.01 0.06 -0.04 -0.018
H -0.22460 -3.65924 1.73941 -0.02 0.00 0.00 0.119
H 0.79133 -5.89455 2.15785 0.00 0.01 0.00 0.111
H 1.82566 -7.14637 0.29499 0.00 0.00 0.00 0.108
H 1.84796 -6.18045 -1.97977 0.00 0.00 0.00 0.110
H 0.82440 -3.94722 -2.39042 0.00 0.00 0.00 0.118